1.
Here is a 24-piece molecular cluster, C15H63F3O28S2 overall from OMol25. Energies are from the ωB97M-V functional and the def2-TZVPD basis.

The LUMO energy comes out at -0.030 eV. The orbital gap comes out at 0.2803 Ha. The HOMO energy is -7.7 eV.

Geometry as XYZ:
```
111
Properties=species:S:1:pos:R:3:mulliken_charge:R:1
O 3.5369 2.7426 0.5742 -0.5960
C 3.3213 1.7560 -0.3020 0.0754
C 1.8682 1.1475 -0.7545 -0.0650
C 0.8786 2.2011 -1.5261 0.1866
C -0.1289 3.0487 -0.5093 -0.8694
C -1.0408 2.0655 0.4638 -0.4803
C -1.8570 1.0213 -0.5014 -0.1899
O -1.1290 -0.2186 -0.8305 -0.5214
C -3.3466 0.5955 0.0335 0.4798
F -4.3555 1.1808 -0.8837 -0.2858
F -3.5915 0.8451 1.4727 -0.2604
F -3.4524 -0.9009 -0.1464 -0.3440
C 0.6347 4.2617 0.2903 0.0599
S -0.7232 5.3350 1.1003 -0.2158
C 1.4953 5.2847 -0.6597 -0.4243
O 2.4718 4.6384 -1.5502 -0.2554
S 1.7527 3.4855 -2.5793 1.0794
O 0.6111 4.2524 -3.3545 -0.7148
O 2.6833 2.9045 -3.6703 -0.5679
C 4.6988 1.0588 -0.9455 0.4936
C 5.4927 1.6990 -2.2302 -0.2659
C 6.8463 1.0444 -2.9410 0.1294
C 7.4696 -0.3252 -2.2819 -0.2064
C 6.7263 -0.9804 -0.9517 -0.6807
C 5.3405 -0.3351 -0.2801 -0.2554
H 2.1051 0.2462 -1.5007 0.0332
H 1.3838 0.6388 0.1955 0.2370
H 0.2246 1.5483 -2.2821 0.5530
H -0.9140 3.5784 -1.2361 0.3920
H -1.8327 2.6661 1.0903 0.5071
H -0.3439 1.5218 1.2581 0.1669
H -2.0270 1.5922 -1.5359 0.3087
H -0.5685 -0.5322 -0.0617 0.4128
H 1.2572 3.8379 1.2161 0.3189
H -0.1803 6.5526 1.5425 0.1763
H 0.8024 6.0475 -1.2528 0.2763
H 2.1309 5.9717 0.0817 0.2472
H 5.0980 2.6940 -2.7039 0.1896
H 7.2948 1.5954 -3.8850 0.0566
H 8.4327 -0.7723 -2.7944 0.3050
H 7.2254 -1.9525 -0.4793 0.2312
H 4.8373 -0.8418 0.6743 0.2592
O -0.2694 8.2526 -0.3173 -0.5139
H 0.2360 9.0759 -0.2421 0.2651
H -1.0332 8.4958 -0.8618 0.2907
O 7.5306 3.4326 -4.6573 -0.6126
H 8.0360 4.2559 -4.5821 0.2453
H 6.7668 3.6758 -5.2018 0.3749
O 10.4271 -0.3190 -2.8044 -0.6345
H 10.5391 -0.1349 -3.7491 0.3288
H 11.2673 -0.7255 -2.5439 0.2868
O 3.0267 -0.7829 -3.0349 -0.5952
H 3.1144 -1.4879 -3.6938 0.3364
H 3.5923 -0.0733 -3.3747 0.2310
O -1.3209 6.9267 3.9695 -0.5863
H -1.0708 6.7216 4.8829 0.3003
H -2.2747 6.7575 3.9444 0.3014
O -4.7733 -3.2417 0.9037 -0.4933
H -4.6856 -3.9467 0.2448 0.3209
H -4.2077 -2.5320 0.5639 0.2832
O -5.9619 -4.5766 3.6007 -0.6028
H -6.9249 -4.5903 3.4943 0.3559
H -5.6331 -4.3268 2.7241 0.2320
O -7.2172 -3.8062 6.5198 -0.6252
H -7.4906 -2.8930 6.3459 0.3158
H -6.6669 -4.0352 5.7557 0.3242
O 6.8736 4.9910 -6.7874 -0.6413
H 7.2422 4.6694 -7.6239 0.3046
H 6.0124 5.3582 -7.0371 0.3172
O 1.8440 -3.0603 -3.4803 -0.6223
H 2.0941 -3.2654 -2.5669 0.3135
H 0.8902 -3.2296 -3.5054 0.2963
O -6.7750 -5.9613 9.1818 -0.6735
H -6.7987 -5.4624 8.3514 0.3258
H -7.6981 -5.9691 9.4765 0.3156
O -2.0566 7.9046 -2.6860 -0.6478
H -2.8410 7.4681 -2.3212 0.3221
H -1.6965 7.2560 -3.3094 0.3179
O -5.5635 -5.7631 0.2663 -0.6412
H -5.3134 -5.9682 1.1797 0.3208
H -6.5173 -5.9323 0.2412 0.3432
O 8.2097 0.4619 -5.7361 -0.5826
H 7.9363 1.3751 -5.9099 0.2864
H 8.7599 0.2328 -6.5001 0.2790
O -8.5077 -6.0768 0.0226 -0.6520
H -9.2283 -5.5526 -0.3580 0.3219
H -8.6581 -6.9687 -0.3250 0.2948
O -9.8004 -8.6561 0.4369 -0.6121
H -10.2980 -9.4782 0.3126 0.2947
H -9.9866 -8.4063 1.3545 0.3168
O -2.1077 -1.6640 2.3744 -0.5728
H -2.8283 -1.1398 1.9938 0.2588
H -2.2581 -2.5559 2.0267 0.3257
O 4.6754 -1.1702 2.6688 -0.6759
H 5.5539 -1.0576 3.0617 0.3266
H 4.1766 -0.4027 2.9869 0.3251
O 11.9097 0.5076 -5.5190 -0.6304
H 11.6363 1.4208 -5.6929 0.3116
H 12.4599 0.2785 -6.2831 0.3141
O -5.6299 -1.7099 4.2707 -0.6288
H -5.4502 -1.9975 3.3630 0.2863
H -5.1140 -2.3221 4.8167 0.3586
O -3.0903 -1.5320 5.9804 -0.6541
H -3.3637 -0.6188 5.8066 0.3207
H -2.5401 -1.7611 5.2164 0.3148
O -5.7903 -8.9806 8.9547 -0.6443
H -6.0637 -8.0674 8.7808 0.3472
H -5.2401 -9.2096 8.1907 0.3131
O -8.7154 -3.3617 0.5868 -0.6373
H -8.6034 -3.1776 -0.3579 0.3217
H -7.8753 -3.7683 0.8473 0.3167
```

---

2.
Here is C15H6Cl4N2O7SeTi as an isolated structure from OMol25. Energies are from the ωB97M-V functional and the def2-TZVPD basis.

As for the charge: -2. The LUMO energy comes out at 3.978 eV. The calculation puts the energy above the lowest of the compared OMol25 structures with the same formula, charge and spin at 4.1 kcal per mole. The orbital gap comes out at 0.2169 Ha. The HOMO energy is -1.9 eV.

Geometry as XYZ:
```
36
Properties=species:S:1:pos:R:3:nbo_charge:R:1
Ti 0.5159 0.4276 -0.0070 1.6565
O -1.3883 0.3174 -3.6130 -0.6169
C -1.1124 0.3973 -2.4358 0.7763
O 0.0670 0.5816 -1.9171 -0.6774
C -2.1707 0.2677 -1.3587 0.1378
C -3.5375 0.1424 -1.5135 -0.2001
C -4.3053 0.0142 -0.3618 -0.1573
C -3.7074 -0.0056 0.8930 -0.1999
C -2.3325 0.1181 0.9515 0.1409
N -1.6298 0.2548 -0.1563 -0.4115
C -1.4433 0.1068 2.1827 0.7714
O -1.9154 -0.0475 3.2924 -0.6355
O -0.1949 0.2176 1.8666 -0.6811
H -3.9677 0.1643 -2.5041 0.2341
H -5.3825 -0.0659 -0.4429 0.2072
H -4.2730 -0.0968 1.8090 0.2345
Cl 3.3627 -5.7997 -0.3562 -0.0076
C 3.1159 -4.0841 -0.2693 -0.0976
C 4.2026 -3.2262 -0.2629 -0.1157
Cl 5.8189 -3.8515 -0.3400 -0.0091
C 3.9949 -1.8394 -0.1930 -0.1435
Cl 5.3246 -0.7310 -0.1788 -0.0003
C 2.7114 -1.3305 -0.1323 0.3158
O 2.4020 -0.0504 -0.0588 -0.6794
C 1.5918 -2.2048 -0.1351 0.2839
O 0.4357 -1.6135 -0.0650 -0.6919
C 1.8111 -3.5759 -0.2048 -0.1326
Cl 0.4339 -4.6245 -0.2078 -0.0022
Se -3.2368 3.9669 -0.2184 -0.4988
C -2.0613 5.3495 0.0312 0.0629
N -1.3227 6.2316 0.1942 -0.5595
C 1.6707 2.9555 1.1759 -0.2409
O 0.9448 2.0873 0.3599 -0.6060
H 1.3798 2.8099 2.2203 0.1775
H 1.4571 3.9863 0.8870 0.1959
H 2.7405 2.7506 1.0691 0.1700
```

---

3.
Here is C15H7Cl2F6N3O6PtS2Se as an isolated structure from OMol25. Energies are from the ωB97M-V functional and the def2-TZVPD basis.

The multiplicity is 3. The LUMO energy (alpha / beta) comes out at -1.505 / -2.289 eV. The calculation puts the energy above the lowest of the compared OMol25 structures with the same formula, charge and spin at 0.0 kcal per mole. The orbital gap (alpha / beta) comes out at 0.2621 / 0.2385 Ha. The HOMO energy (alpha / beta) is -8.6 / -8.8 eV.

Geometry as XYZ:
```
43
Properties=species:S:1:pos:R:3:nbo_charge:R:1
Pt 0.0892 0.4282 -0.1216 1.2327
F 2.7178 0.2459 -4.7836 -0.3061
C 2.8177 1.3681 -4.0761 0.7261
F 2.1453 2.3320 -4.6960 -0.3014
F 4.0994 1.7113 -3.9846 -0.3024
S 2.1342 1.1276 -2.3810 2.2461
O 2.8909 0.0490 -1.8119 -0.9483
O 2.1414 2.4121 -1.7630 -0.8995
N 0.6734 0.5225 -2.6795 -1.2541
S -0.6637 1.3709 -2.8189 2.2323
O -0.5437 2.7531 -3.1287 -0.8694
O -1.5299 0.9615 -1.7068 -0.9424
C -1.4236 0.5438 -4.2873 0.7377
F -1.2775 -0.7740 -4.2268 -0.3009
F -2.7212 0.8375 -4.3152 -0.3019
F -0.8434 1.0011 -5.3912 -0.3000
Cl 0.7465 3.8232 6.4163 0.0133
C 0.5270 2.7670 5.0577 -0.0865
C 0.4328 1.3887 5.2783 -0.1789
C 0.2578 0.5326 4.2230 -0.1258
Cl 0.1498 -1.1679 4.5132 0.0320
C 0.1581 0.9933 2.8830 0.4641
O -0.0024 0.1169 1.9403 -0.7643
C 0.2558 2.3961 2.6935 -0.2973
C 0.1273 3.0342 1.4100 0.4537
O -0.1570 2.5117 0.3292 -0.6016
C 0.4452 3.2646 3.7885 -0.1459
H 0.4990 0.9954 6.2830 0.2460
H 0.2596 4.1238 1.3968 0.1574
H 0.5179 4.3297 3.6116 0.2306
Se 1.7137 -2.5153 -1.1642 1.0869
N 0.2896 -1.6581 -0.4611 -0.7627
C -0.5860 -2.5614 -0.0598 0.2132
C -1.8466 -2.2885 0.5579 -0.2271
C -2.6291 -3.3361 0.9020 -0.1708
C -2.2341 -4.7011 0.6709 -0.1989
C -1.0529 -5.0003 0.0884 -0.1926
C -0.1874 -3.9245 -0.2978 0.0800
N 0.9850 -4.0909 -0.8760 -0.5918
H -2.1492 -1.2669 0.7412 0.2355
H -3.5875 -3.1499 1.3684 0.2243
H -2.9068 -5.4914 0.9752 0.2240
H -0.7323 -6.0156 -0.0969 0.2346
```

---

4.
Here is C15H8Br2NO2S5Sc as an isolated structure from OMol25. Energies are from the ωB97M-V functional and the def2-TZVPD basis.

The LUMO energy comes out at -0.887 eV. The calculation puts the energy above the lowest of the compared OMol25 structures with the same formula, charge and spin at 9.4 kcal per mole. The orbital gap comes out at 0.2415 Ha. The HOMO energy is -7.5 eV.

Geometry as XYZ:
```
34
Properties=species:S:1:pos:R:3:nbo_charge:R:1
Sc -0.0634 0.6679 0.0953 1.3896
S 0.9401 1.4073 -6.4577 -0.0695
C 0.7444 0.9424 -4.8943 -0.5884
S 2.0140 0.8933 -3.7462 0.4970
C 1.1226 0.2303 -2.3982 -0.4013
C -0.1915 0.0227 -2.6233 -0.4009
S -1.4227 -0.5906 -1.4948 -0.2336
S -0.7525 0.4541 -4.2202 0.4974
S 2.0513 -0.0286 -0.8996 -0.2370
Br -1.5090 9.0288 1.2228 0.0815
C -1.2031 7.1926 0.9544 -0.0585
C -1.2404 6.3382 2.0496 -0.2509
C -1.0169 4.9873 1.8402 -0.1470
C -0.7588 4.5119 0.5588 -0.1417
C -0.7253 5.3770 -0.5249 -0.1419
C -0.9493 6.7314 -0.3285 -0.2484
C -0.5084 3.0696 0.3742 0.7792
O -0.5441 2.2872 1.4040 -0.7467
O -0.2541 2.5661 -0.7570 -0.6834
H -1.4344 6.7387 3.0339 0.2329
H -1.0418 4.2969 2.6710 0.2376
H -0.5253 4.9833 -1.5130 0.2442
H -0.9249 7.4310 -1.1516 0.2358
Br -1.0663 -1.3690 6.4557 0.1294
C -0.7700 -1.0810 4.6386 -0.0396
C -1.8443 -0.8722 3.7874 -0.2577
C -1.5507 -0.7002 2.4519 0.0826
N -0.3109 -0.6796 1.9633 -0.5167
C 0.7148 -0.8419 2.8046 0.0833
C 0.5304 -1.0668 4.1568 -0.2692
H -2.8650 -0.8574 4.1365 0.2483
H -2.3491 -0.5557 1.7309 0.2209
H 1.7081 -0.7823 2.3752 0.2244
H 1.3791 -1.2108 4.8082 0.2482
```

---

| no. | E_tot (eV) |
| --- | --- |
| 1 | -103715.591 |
| 2 | -171525.469 |
| 3 | -164033.548 |
| 4 | -236236.386 |